C3H2N2O3 in the gas phase in a non-equilibrium geometry. Source: the Open Molecules 2025 dataset; level of theory: ωB97M-V/def2-TZVPD.

XYZ file:
```
10
Properties=species:S:1:pos:R:3:forces:R:3:mulliken_charge:R:1
N 0.914255 1.320142 0.106833 -0.3 -3.0 0.2 -0.1219
N -1.198069 -3.208862 -0.545104 0.7 1.8 0.5 -0.3178
O 1.705681 -1.038023 0.350719 -3.7 4.0 -0.7 -0.5082
H -1.074781 1.926867 0.159616 4.1 -0.4 2.1 0.4013
O -1.368898 0.244882 -0.695064 0.7 -2.9 0.0 -0.5438
H 1.831891 1.806244 0.311708 -1.7 -1.1 0.2 0.2956
C -0.843243 -2.114894 -0.364350 -0.6 0.0 -0.6 0.1223
C -0.569138 -0.607458 -0.329232 -1.6 1.0 -0.1 0.7634
C 0.792854 -0.162802 0.175265 4.8 -0.8 0.0 0.3731
O -0.190553 1.833903 0.829608 -2.5 1.4 -1.6 -0.4639
```
Forces are in eV/Å.

Properties
SMILES string: N#CC(=O)C(=O)NO
LUMO energy in eV: -2.087
Energy relative to the best compared isomer or geometry (same formula, charge and spin) in kcal per mole: 118.6
Spin multiplicity: 1
F_max in eV/Å: 5.471
Gap between HOMO and LUMO in Ha: 0.311
Total energy in Eh: -450.61433
HOMO level in hartree: -0.38720

C3H2N2O3 in the gas phase in a non-equilibrium geometry. Source: the Open Molecules 2025 dataset; level of theory: ωB97M-V/def2-TZVPD.

XYZ file:
```
10
Properties=species:S:1:pos:R:3:forces:R:3:mulliken_charge:R:1
C 0.665424 -0.737737 0.830508 0.9 0.6 2.3 0.1066
N 0.556577 -1.332465 -0.255736 -1.0 0.5 -1.2 -0.3560
H 0.698768 -0.932549 -2.338140 -0.9 0.6 1.8 0.3046
C 0.188531 -0.580989 -1.352589 0.2 0.0 -4.6 0.1931
O 0.604427 0.621413 1.078339 -0.9 -1.4 -1.3 -0.2917
N -0.703096 0.351322 -1.614167 3.1 -2.0 1.9 -0.2924
C -0.663530 1.225200 0.725531 1.1 0.8 2.2 0.6002
O -1.279730 0.695241 -0.368385 -1.8 1.8 2.5 -0.2043
H 0.933772 -1.334711 1.722389 -0.1 0.6 -0.4 0.3873
O -1.001144 2.025274 1.572250 -0.6 -1.6 -3.2 -0.4473
```
Forces are in eV/Å.

Properties
SMILES string: O=C1OC=NC=NO1
LUMO energy in eV: -0.291
Energy relative to the best compared isomer or geometry (same formula, charge and spin) in kcal per mole: 97.6
Spin multiplicity: 1
F_max in eV/Å: 4.617
Gap between HOMO and LUMO in Ha: 0.399
Total energy in Eh: -450.64771
HOMO level in hartree: -0.40996

C3H2N2O4 in the gas phase in a non-equilibrium geometry. Source: the Open Molecules 2025 dataset; level of theory: ωB97M-V/def2-TZVPD.

XYZ file:
```
11
Properties=species:S:1:pos:R:3:forces:R:3:mulliken_charge:R:1
O 2.641496 0.762144 -0.708990 -4.0 -4.9 2.3 -0.5055
O -1.367767 -1.037095 -0.413843 0.8 -1.0 1.0 -0.2147
N 0.557822 0.117396 0.122856 -2.0 -2.6 0.3 0.2722
H -0.260866 -1.341426 1.279684 -0.2 0.3 -2.1 0.3026
O -2.810495 0.683190 -0.589183 2.4 -1.1 1.2 -0.4791
O -0.406501 2.228390 0.261004 -0.3 -1.8 -0.3 -0.4621
H 2.111618 -1.348785 0.194878 -0.4 3.6 -1.9 0.2569
C 1.838264 -0.137297 -0.240360 6.3 2.6 -0.8 0.2396
C -1.737578 0.222072 -0.239029 -2.8 2.3 -1.7 0.5822
C -0.487039 1.032633 0.107345 0.8 3.2 0.2 0.3237
N -0.078956 -1.181223 0.225640 -0.6 -0.7 1.9 -0.3159
```
Forces are in eV/Å.

Properties
SMILES string: O=Cn1[nH]oc(=O)c1=O
LUMO energy in eV: -1.386
Energy relative to the best compared isomer or geometry (same formula, charge and spin) in kcal per mole: 58.5
Spin multiplicity: 1
F_max in eV/Å: 6.836
Gap between HOMO and LUMO in Ha: 0.356
Total energy in Eh: -525.85356
HOMO level in hartree: -0.40653

C3H2N2OS in the gas phase in a non-equilibrium geometry. Source: the Open Molecules 2025 dataset; level of theory: ωB97M-V/def2-TZVPD.

XYZ file:
```
9
Properties=species:S:1:pos:R:3:forces:R:3:mulliken_charge:R:1
S 2.005850 -0.160307 0.027862 -0.8 -0.6 0.3 -0.2340
H -2.432711 -1.815252 0.312678 1.5 0.9 -0.6 0.3432
N -1.932787 0.253901 -0.003748 1.5 -2.0 0.4 -0.4659
C -1.669985 -1.010569 0.075058 -1.4 1.6 -0.4 0.0897
H -0.954352 2.669992 0.153042 -0.5 0.2 -0.5 0.2908
O -0.308096 -1.363907 -0.123438 -3.5 -5.5 0.8 -0.2852
C 0.385548 -0.346687 0.040325 3.5 5.6 -1.6 0.3545
C -0.576824 0.834578 -0.087115 -1.1 -2.3 1.2 0.3694
N -0.220670 1.997171 -0.009625 0.8 2.3 0.4 -0.4626
```
Forces are in eV/Å.

Properties
SMILES string: [H]/N=C1\N=COC1=S
LUMO energy in eV: -1.113
Energy relative to the best compared isomer or geometry (same formula, charge and spin) in kcal per mole: 31.0
Spin multiplicity: 1
F_max in eV/Å: 6.755
Gap between HOMO and LUMO in Ha: 0.291
Total energy in Eh: -698.39177
HOMO level in hartree: -0.33174

C3H2N2OS in the gas phase. Source: the Open Molecules 2025 dataset; level of theory: ωB97M-V/def2-TZVPD.

XYZ file:
```
9
Properties=species:S:1:pos:R:3:forces:R:3:mulliken_charge:R:1
S 0.840973 -2.732716 -0.071470 -0.1 0.0 -0.2 -0.3545
C 0.773967 -1.144763 0.054721 -0.4 -0.1 0.1 0.1677
O -3.305144 1.265304 -0.042021 -0.9 0.3 0.4 -0.3972
N -0.014320 -0.081579 0.319560 0.3 0.2 0.9 0.1921
H 1.672786 0.592784 -0.938647 -0.1 -0.1 -0.2 0.2709
C -2.227321 0.849150 0.010078 0.6 -0.3 -0.2 0.4782
H 1.974587 0.578221 0.860697 -0.1 0.0 0.0 0.2099
C 1.394377 0.192212 0.029065 0.2 0.3 0.2 -0.2440
N -1.109907 0.481383 -0.221984 0.4 -0.3 -0.9 -0.3231
```
Forces are in eV/Å.

Properties
SMILES string: O=C=NN1CC1=S
LUMO energy in eV: -0.145
Energy relative to the best compared isomer or geometry (same formula, charge and spin) in kcal per mole: 65.5
Spin multiplicity: 1
F_max in eV/Å: 0.991
Gap between HOMO and LUMO in Ha: 0.326
Total energy in Eh: -698.33680
HOMO level in hartree: -0.33138

C3H2N2S in the gas phase in a non-equilibrium geometry. Source: the Open Molecules 2025 dataset; level of theory: ωB97M-V/def2-TZVPD.

XYZ file:
```
8
Properties=species:S:1:pos:R:3:forces:R:3:mulliken_charge:R:1
S 3.614173 0.469676 -0.173840 0.5 0.1 -0.6 -0.0753
N 1.973724 0.468293 0.490969 0.8 -0.4 0.9 -0.1887
C 0.120084 -0.724692 -0.028985 3.3 -1.7 0.0 -0.1288
C 0.656289 0.474105 0.102515 -0.7 0.3 -0.5 -0.3567
H 0.136383 1.416498 0.084055 -0.2 0.0 0.0 0.3731
N 1.854352 -1.831075 -0.005495 -3.3 0.1 -0.5 -0.5638
C 2.480083 -0.795831 0.195658 0.0 1.7 0.8 0.5607
H -0.798747 -1.245379 -0.136116 -0.4 -0.1 0.0 0.3795
```
Forces are in eV/Å.

Properties
LUMO energy in eV: -0.916
Energy relative to the best compared isomer or geometry (same formula, charge and spin) in kcal per mole: 103.1
Spin multiplicity: 1
F_max in eV/Å: 3.742
Gap between HOMO and LUMO in Ha: 0.297
Total energy in Eh: -623.00876
HOMO level in hartree: -0.33092

A gas-phase ion, C3H2N3O3 (charge -1) in a non-equilibrium geometry. Source: the Open Molecules 2025 dataset; level of theory: ωB97M-V/def2-TZVPD.

XYZ file:
```
11
Properties=species:S:1:pos:R:3:forces:R:3:mulliken_charge:R:1
O 1.923454 -0.251891 1.304933 0.8 -0.4 -0.4 -0.6608
N -0.444297 -1.296594 -1.663281 -0.3 0.6 0.2 -0.7933
N -0.514602 1.038657 1.146156 -0.1 1.0 0.5 -0.3963
C 1.610292 0.054867 0.141234 0.1 0.8 1.0 0.4980
O 2.238997 0.235528 -0.910064 -1.1 -0.3 0.7 -0.6603
N -2.081698 -0.291179 -0.216337 -1.8 1.5 1.0 -0.1696
O -2.331196 0.370983 0.883277 0.3 -2.2 -2.1 -0.3017
H -0.047610 1.545059 1.923746 -0.2 -0.9 -1.0 0.2656
H 0.485222 -1.245049 -2.195569 -1.8 0.8 2.1 0.2809
C 0.007278 0.340139 0.280093 2.5 -0.1 -1.9 0.5799
C -0.845841 -0.500524 -0.694193 1.6 -0.8 -0.2 0.3577
```
Forces are in eV/Å.

Properties
SMILES string: [H]/N=C(C(=O)[O-])/C(N=O)=N\[H]
LUMO energy (alpha / beta) in eV: 2.822 / 3.114
Energy relative to the best compared isomer or geometry (same formula, charge and spin) in kcal per mole: 55.7
Spin multiplicity: 1
F_max in eV/Å: 3.099
Gap between HOMO and LUMO (alpha / beta) in Ha: 0.239 / 0.270
Total charge: -1
Total energy in Eh: -505.39886
HOMO level (alpha / beta) in hartree: -0.13554 / -0.15605

2 unconnected molecules or ions with the total composition C3H2NO2P in a non-equilibrium geometry. Source: the Open Molecules 2025 dataset; level of theory: ωB97M-V/def2-TZVPD.

XYZ file:
```
9
Properties=species:S:1:pos:R:3:forces:R:3:mulliken_charge:R:1
H -0.147796 1.478128 0.059599 -0.2 0.4 0.0 0.3748
C 0.236932 -1.077496 -0.024105 0.8 3.6 -0.4 -0.8024
N 2.678038 -1.227987 -0.229014 -0.3 -0.6 -0.3 -0.3954
C 0.745393 0.917930 -0.172300 -0.2 -3.3 0.1 0.1668
O 1.850262 1.253755 -0.421992 -1.4 0.2 0.2 -0.3559
H -0.766364 -1.343952 0.123036 -0.6 -0.3 0.2 0.4269
P 3.841895 0.024841 -0.324557 0.3 -0.7 -0.8 0.3752
O 4.284133 0.323785 1.024382 0.4 0.4 1.0 -0.4408
C 1.482234 -1.355323 -0.103742 1.1 0.2 0.0 0.6509
```
Forces are in eV/Å.

Properties
LUMO energy in eV: -0.337
Energy relative to the best compared isomer or geometry (same formula, charge and spin) in kcal per mole: 63.7
Spin multiplicity: 1
F_max in eV/Å: 3.719
Gap between HOMO and LUMO in Ha: 0.311
Total energy in Eh: -661.98570
HOMO level in hartree: -0.32347

C3H2NO2P in the gas phase in a non-equilibrium geometry. Source: the Open Molecules 2025 dataset; level of theory: ωB97M-V/def2-TZVPD.

XYZ file:
```
9
Properties=species:S:1:pos:R:3:forces:R:3:mulliken_charge:R:1
P -1.981257 -0.805852 0.425409 1.2 1.1 -0.2 0.3076
O -0.415320 -1.197371 0.946480 -3.2 -0.3 1.8 -0.2705
O 0.689848 -1.334572 -0.923623 0.5 -0.5 -1.6 -0.4770
H 1.489208 1.947614 -0.340627 -1.4 -0.5 -0.1 0.3831
H 1.456797 -0.787782 0.843287 1.7 0.5 0.8 0.4894
N -1.748341 0.578341 -0.271078 -2.6 -1.7 -0.4 -0.3750
C 0.656747 -1.061588 0.225275 0.5 -0.6 -1.1 0.0374
C 0.472044 1.519988 -0.358714 5.7 2.8 -0.1 -0.3467
C -0.619724 1.141219 -0.546405 -2.5 -0.7 0.7 0.2517
```
Forces are in eV/Å.

Properties
SMILES string: C#C/N=P\OC=O
LUMO energy in eV: -1.103
Energy relative to the best compared isomer or geometry (same formula, charge and spin) in kcal per mole: 44.5
Spin multiplicity: 1
F_max in eV/Å: 6.352
Gap between HOMO and LUMO in Ha: 0.316
Total energy in Eh: -662.01642
HOMO level in hartree: -0.35636

A gas-phase ion, C3H2NO2S (charge -1) in a non-equilibrium geometry. Source: the Open Molecules 2025 dataset; level of theory: ωB97M-V/def2-TZVPD.

XYZ file:
```
9
Properties=species:S:1:pos:R:3:forces:R:3:mulliken_charge:R:1
C 0.154649 1.000185 0.114989 1.0 -0.9 1.3 0.1778
N -1.109733 0.518166 -0.394927 -2.5 -0.9 0.1 -0.4788
H -2.050170 -1.414286 -0.753964 -1.1 0.6 -0.5 0.3372
C -1.277907 -0.714640 -0.517449 3.1 -0.5 0.8 0.1130
O 2.324211 -0.322276 0.478071 0.5 0.6 -0.2 -0.5767
O 0.474307 2.120857 -0.345914 0.9 0.8 0.3 -0.7474
S 0.231668 -1.714693 -0.133834 -1.0 -0.8 -0.3 -0.2757
C 1.181174 -0.243438 0.126859 -0.4 0.4 0.2 0.3909
H 0.071801 0.770121 1.426169 -0.4 0.7 -1.8 0.0598
```
Forces are in eV/Å.

Properties
SMILES string: O=C1SC=N[C@@H]1[O-]
LUMO energy in eV: 3.255
Energy relative to the best compared isomer or geometry (same formula, charge and spin) in kcal per mole: 49.9
Spin multiplicity: 1
F_max in eV/Å: 3.271
Gap between HOMO and LUMO in Ha: 0.241
Total charge: -1
Total energy in Eh: -718.92849
HOMO level in hartree: -0.12141

2 unconnected molecules or ions with the total composition C3H2NO3 in a non-equilibrium geometry. Source: the Open Molecules 2025 dataset; level of theory: ωB97M-V/def2-TZVPD.

XYZ file:
```
9
Properties=species:S:1:pos:R:3:forces:R:3:mulliken_charge:R:1
H -2.486473 -0.291584 -0.906836 0.2 -0.4 -1.0 0.3052
N -0.866545 0.694620 -0.232392 -1.4 -1.0 -0.9 -0.0678
C 2.095854 -1.089000 0.075390 -0.7 1.0 0.5 0.6544
O 0.822875 2.238810 0.038723 1.1 0.5 0.8 -0.1363
O 1.137773 -0.467405 0.325139 0.1 -0.7 0.3 -0.4456
C 0.117858 1.357513 0.082704 -0.2 1.2 -0.7 0.6720
C -1.753256 -0.188528 -0.131822 -2.0 0.5 3.1 -0.0475
O 3.049627 -1.647043 -0.136160 1.7 -1.3 -0.5 -0.2118
H -2.117715 -0.607386 0.885256 1.3 0.3 -1.5 0.2773
```
Forces are in eV/Å.

Properties
LUMO energy in eV: -7.168
Energy relative to the best compared isomer or geometry (same formula, charge and spin) in kcal per mole: 9.7
Spin multiplicity: 1
F_max in eV/Å: 3.705
Gap between HOMO and LUMO in Ha: 0.367
Total charge: +1
Total energy in Eh: -395.66060
HOMO level in hartree: -0.63005

A gas-phase ion, C3H2NO3S (charge -1) in a non-equilibrium geometry. Source: the Open Molecules 2025 dataset; level of theory: ωB97M-V/def2-TZVPD.

XYZ file:
```
10
Properties=species:S:1:pos:R:3:forces:R:3:mulliken_charge:R:1
N 0.310031 0.578958 -1.137216 -0.3 0.4 -0.6 -0.3642
O -1.445100 1.155280 -3.024053 -0.4 -0.5 -0.4 -0.6552
S -0.752727 1.837847 -1.860486 0.4 0.5 1.0 -0.0239
O 0.961723 -1.206205 0.044154 -0.1 -0.2 0.4 -0.6681
C 0.339608 -0.145573 -0.008736 0.3 0.0 -0.5 0.6042
O -0.261824 2.575134 2.289857 0.0 -1.3 -0.5 -0.4167
C -0.330348 0.340136 1.238879 0.0 -1.1 -0.3 -0.7345
H -0.688447 -0.488428 1.834379 -0.1 0.1 0.2 0.3038
C -0.286069 1.511847 1.785495 -0.1 2.1 0.4 0.6907
H 0.759976 0.086771 -1.903660 0.2 0.0 0.2 0.2639
```
Forces are in eV/Å.

Properties
SMILES string: O=C=CC(=O)NS[O-]
LUMO energy in eV: 3.475
Energy relative to the best compared isomer or geometry (same formula, charge and spin) in kcal per mole: 42.2
Spin multiplicity: 1
F_max in eV/Å: 2.178
Gap between HOMO and LUMO in Ha: 0.209
Total charge: -1
Total energy in Eh: -794.19007
HOMO level in hartree: -0.08161